Record 1
ORCA calculation (ωB97M-V/def2-TZVPD) on a cluster of 6 separate species, C17H31Br10NO3S in total.

## Properties
Orbital gap in eV: 8.3395
Multiplicity: 1
Lowest unoccupied orbital energy in eV: -1.47
Calculated total energy in eV: -737019.278
Charge: 0
SMILES: CCCCCOC(=O)ON=C=S.BrCCBr.BrCCBr.BrCCBr.BrCCBr.BrCCBr
HOMO in eV: -9.8

Geometry as XYZ:
```
63
Properties=species:S:1:pos:R:3:lowdin_charge:R:1
C 2.996 -0.877 -0.500 -0.14
C 2.684 0.641 -0.912 -0.28
C 1.127 0.989 -1.081 -0.21
C 0.525 1.521 0.334 -0.19
C -1.057 1.243 0.303 -0.16
O -1.729 1.787 -0.908 -0.04
C -2.917 0.984 -0.995 -0.40
O -3.950 1.403 -0.407 0.10
O -2.909 -0.282 -1.691 -0.05
N -3.605 -1.178 -0.884 0.01
C -2.753 -2.061 -0.380 -0.49
S -1.655 -2.694 0.713 0.68
H 2.399 -1.596 -1.176 0.08
H 4.109 -1.162 -0.600 -0.01
H 2.708 -1.112 0.594 0.08
H 3.216 0.848 -1.914 0.11
H 3.183 1.336 -0.143 0.05
H 0.543 0.054 -1.414 0.11
H 1.020 1.790 -1.898 0.11
H 0.811 2.613 0.541 -0.02
H 0.969 0.812 1.135 0.13
H -1.602 1.552 1.269 0.15
H -1.184 0.095 0.212 0.08
Br 0.350 -5.849 -1.160 0.59
C -1.173 -7.056 -1.003 -0.69
C -2.209 -6.510 -0.052 -0.70
Br -1.659 -6.742 1.803 0.58
H -0.780 -8.027 -0.702 0.05
H -1.581 -7.131 -2.013 0.06
H -3.144 -7.067 -0.143 0.06
H -2.409 -5.448 -0.194 0.01
Br 3.478 4.313 3.382 0.60
C 3.898 5.509 1.901 -0.69
C 2.668 5.822 1.084 -0.66
Br 2.193 4.328 -0.073 0.74
H 4.691 5.035 1.324 0.04
H 4.287 6.415 2.370 0.06
H 2.859 6.657 0.408 0.06
H 1.791 6.046 1.692 0.06
Br -3.358 -5.080 6.145 0.60
C -5.087 -5.154 5.247 -0.70
C -4.961 -5.740 3.863 -0.68
Br -4.213 -4.446 2.613 0.58
H -5.493 -4.143 5.253 0.05
H -5.708 -5.793 5.879 0.06
H -5.945 -5.988 3.460 0.06
H -4.324 -6.625 3.825 0.04
Br -5.706 5.633 -4.624 0.59
C -4.407 4.416 -3.829 -0.70
C -4.279 4.644 -2.343 -0.69
Br -3.225 6.238 -1.959 0.60
H -3.470 4.553 -4.369 0.05
H -4.795 3.415 -4.031 0.06
H -3.733 3.822 -1.874 0.04
H -5.239 4.768 -1.841 0.06
Br 6.624 -1.070 -1.625 0.65
C 7.065 0.794 -1.987 -0.68
C 7.585 1.485 -0.750 -0.69
Br 6.135 1.924 0.478 0.63
H 6.169 1.259 -2.397 0.05
H 7.836 0.758 -2.758 0.06
H 8.038 2.444 -1.008 0.06
H 8.304 0.886 -0.192 0.05
```

***

Record 2
ORCA calculation (ωB97M-V/def2-TZVPD) on a structure of composition C17H31BrNO4OsSSi3.

## Properties
Orbital gap in eV: 7.3888
Multiplicity: 1
Lowest unoccupied orbital energy in eV: -4.50
Relative energy (zero: lowest compared OMol25 entry of this formula, charge and spin) in kJ/mol: 0.0
Calculated total energy in eV: -134786.401
Charge: +1
HOMO in eV: -11.9

Geometry as XYZ:
```
59
Properties=species:S:1:pos:R:3:lowdin_charge:R:1
Os -1.048 0.518 -0.083 1.48
C -2.809 -2.016 -1.041 -0.05
O -1.599 -1.234 -1.119 -0.44
Si -0.295 -1.358 -2.197 0.40
C 0.602 -2.990 -2.125 -0.14
C -0.919 -1.102 -3.932 -0.14
C 0.536 0.076 -1.264 -0.57
Si 1.041 1.672 -2.251 0.44
C -0.162 2.066 -3.640 -0.18
C 1.178 3.180 -1.143 -0.17
C 2.704 1.305 -3.047 -0.17
Si 1.903 -0.488 -0.043 0.43
C 3.377 -1.332 -0.834 -0.15
C 2.590 0.957 0.937 -0.17
C 1.082 -1.700 1.175 -0.16
H -2.552 -3.015 -0.693 0.10
H -3.277 -2.064 -2.024 0.10
H -3.482 -1.532 -0.342 0.07
H -0.007 -3.773 -2.585 0.05
H 0.867 -3.315 -1.120 0.03
H 1.517 -2.916 -2.716 0.05
H -1.347 -2.036 -4.307 0.05
H -0.099 -0.839 -4.604 0.05
H -1.677 -0.324 -4.009 0.03
H -1.194 1.778 -3.452 -0.01
H 0.158 1.613 -4.580 0.04
H -0.157 3.149 -3.784 0.04
H 0.348 3.280 -0.440 0.02
H 1.160 4.065 -1.783 0.04
H 2.104 3.203 -0.573 0.02
H 2.744 0.318 -3.511 0.04
H 3.534 1.393 -2.345 0.03
H 2.866 2.042 -3.838 0.05
H 3.829 -0.734 -1.623 0.02
H 3.170 -2.326 -1.229 0.02
H 4.123 -1.446 -0.043 0.05
H 3.340 1.496 0.354 0.04
H 3.109 0.544 1.807 0.05
H 1.850 1.669 1.298 0.02
H 1.644 -2.638 1.140 0.05
H 0.041 -1.970 0.990 0.01
H 1.162 -1.329 2.200 0.04
Br -1.926 -0.024 8.359 0.82
C -1.734 0.145 6.498 -0.67
C -1.117 1.280 5.980 -0.09
C -0.972 1.403 4.615 0.02
C -1.452 0.393 3.776 -0.14
C -2.076 -0.741 4.306 0.02
C -2.214 -0.867 5.672 -0.09
C -1.291 0.520 2.353 -0.50
O -0.617 1.443 1.789 -0.07
O -1.841 -0.339 1.506 -0.13
H -0.760 2.052 6.647 0.11
H -0.496 2.276 4.189 0.13
H -2.445 -1.511 3.643 0.13
H -2.690 -1.736 6.103 0.11
O -4.466 0.663 -0.563 -0.50
S -3.678 1.591 -1.356 0.86
N -2.179 1.606 -1.101 -0.53
```

***

Record 3
ORCA calculation (ωB97M-V/def2-TZVPD) on a structure of composition C17H31F5MgP2.

## Properties
Orbital gap in eV: 6.5538
Multiplicity: 1
Lowest unoccupied orbital energy in eV: -0.95
Relative energy (zero: lowest compared OMol25 entry of this formula, charge and spin) in kJ/mol: 0.0
Calculated total energy in eV: -55737.268
Charge: 0
HOMO in eV: -7.5

Geometry as XYZ:
```
56
Properties=species:S:1:pos:R:3:lowdin_charge:R:1
P -1.629 1.491 -1.929 0.86
P -2.378 -1.267 -0.341 0.89
C -3.022 0.443 -2.554 -0.42
C -3.635 -0.438 -1.458 -0.42
H -2.632 -0.153 -3.400 0.08
H -3.768 1.148 -2.950 0.07
H -4.304 0.144 -0.801 0.07
H -4.222 -1.253 -1.908 0.07
C -1.897 -2.603 -1.520 -0.27
H -1.226 -3.302 -1.005 0.04
H -1.382 -2.203 -2.407 0.03
H -2.809 -3.126 -1.839 0.04
C -3.598 -2.075 0.742 -0.30
H -4.279 -2.688 0.134 0.04
H -4.161 -1.290 1.265 0.04
H -3.066 -2.695 1.475 0.03
C -1.043 2.225 -3.487 -0.27
H -0.144 2.827 -3.297 0.03
H -1.837 2.856 -3.911 0.04
H -0.792 1.418 -4.192 0.04
C -2.552 2.819 -1.071 -0.26
H -3.110 2.419 -0.210 0.04
H -3.251 3.278 -1.783 0.04
H -1.841 3.576 -0.712 0.04
Mg 2.269 -0.295 3.444 0.93
C 0.547 -1.003 1.334 -0.16
C 1.005 -1.374 0.120 -0.09
C 0.717 -0.801 -1.213 -0.26
C 1.750 0.253 -1.682 -0.17
C 1.510 1.610 -1.123 -0.14
C 0.678 2.036 -0.154 -0.15
C -0.325 1.268 0.658 -0.29
C 0.181 0.380 1.812 -0.24
C 3.299 1.247 2.493 -0.22
H 0.637 -1.760 2.139 0.10
H 1.746 -2.185 0.107 0.12
H -0.282 -0.334 -1.274 -0.02
H 0.689 -1.626 -1.946 0.11
H 2.759 -0.095 -1.403 0.12
H 1.750 0.282 -2.789 0.11
H 2.172 2.370 -1.570 0.11
H 0.765 3.095 0.139 0.11
H -0.916 0.567 0.042 -0.06
H -1.061 1.980 1.066 0.10
H 1.013 0.928 2.330 0.03
H -0.608 0.299 2.592 0.12
H 3.760 1.767 3.339 -0.04
H 2.639 1.919 1.937 -0.04
H 4.059 0.839 1.820 -0.01
F 4.245 -2.091 1.739 0.02
C 3.769 -1.836 3.004 -0.43
F 3.082 -2.985 3.403 -0.04
C 4.913 -1.572 3.956 -0.56
F 5.857 -0.797 3.366 0.14
F 4.458 -0.919 5.092 0.07
F 5.499 -2.717 4.380 0.13
```

***

Record 4
ORCA calculation (ωB97M-V/def2-TZVPD) on a structure of composition C17H31N2NdS.

## Properties
Orbital gap (spin up / spin down) in eV: 5.7832 / 5.8021
Multiplicity: 4
Lowest unoccupied orbital energy (spin up / spin down) in eV: -7.66 / -7.66
⟨S²⟩: 3.76
Calculated total energy in eV: -47207.225
Charge: +2
HOMO (spin up / spin down) in eV: -13.4 / -13.5

Geometry as XYZ:
```
52
Properties=species:S:1:pos:R:3:mulliken_spin:R:1
C -1.049 -1.932 1.862 -0.03
H -1.020 -1.941 2.986 -0.01
H -2.059 -1.752 1.483 0.00
H 0.465 0.540 2.525 0.01
C -0.322 -3.075 1.257 0.01
H -0.426 -3.225 0.204 0.00
H 0.738 -3.019 1.461 0.00
C -0.714 -4.442 1.898 0.00
H -0.165 -5.304 1.456 0.00
H -0.536 -4.466 2.987 0.00
H -1.793 -4.612 1.756 0.00
C -0.810 0.778 -1.783 0.00
C -1.051 -0.612 -2.041 -0.01
C -2.112 -1.052 -1.179 -0.02
C -2.518 0.063 -0.388 -0.01
C -1.711 1.194 -0.756 0.01
C -1.881 2.597 -0.284 -0.01
C -3.674 0.099 0.554 0.00
C -2.774 -2.389 -1.213 0.00
C -0.390 -1.416 -3.117 0.00
C 0.066 1.680 -2.592 0.00
Nd -0.035 -0.510 0.565 3.07
H -3.528 0.855 1.341 0.00
H -4.615 0.341 0.026 0.00
H -3.829 -0.871 1.044 0.00
H -2.555 2.643 0.581 0.00
H -0.915 3.029 0.023 0.00
H -2.297 3.248 -1.076 0.00
H 0.858 1.107 -3.090 0.00
H -0.518 2.194 -3.375 0.00
H 0.527 2.454 -1.965 0.00
H -0.493 -2.497 -2.921 0.00
H -0.854 -1.204 -4.102 0.00
H 0.687 -1.171 -3.192 0.00
H -2.965 -2.767 -0.203 0.00
H -3.742 -2.329 -1.733 0.00
H -2.153 -3.120 -1.744 0.00
S 0.351 1.807 2.195 0.00
C 1.969 1.843 1.435 0.00
N 2.219 1.243 0.245 0.00
C 3.553 1.557 -0.442 0.00
C 4.598 1.783 0.608 0.00
C 4.193 2.879 1.551 0.00
N 2.846 2.566 2.086 0.00
H 1.449 1.275 -0.470 0.00
H 3.424 2.440 -1.087 0.00
H 3.776 0.692 -1.060 0.00
H 5.529 2.084 0.123 0.00
H 4.800 0.870 1.162 0.00
H 4.142 3.856 1.050 0.00
H 4.830 2.956 2.423 0.00
H 2.483 3.033 2.925 0.00
```

***

The highest calculated total energy belongs to which entry?
C17H31N2NdS

***

What did the third record say?
ORCA calculation (ωB97M-V/def2-TZVPD) on a structure of composition C17H31F5MgP2.

## Properties
Orbital gap in eV: 6.5538
Multiplicity: 1
Lowest unoccupied orbital energy in eV: -0.95
Relative energy (zero: lowest compared OMol25 entry of this formula, charge and spin) in kJ/mol: 0.0
Calculated total energy in eV: -55737.268
Charge: 0
HOMO in eV: -7.5

Geometry as XYZ:
```
56
Properties=species:S:1:pos:R:3:lowdin_charge:R:1
P -1.629 1.491 -1.929 0.86
P -2.378 -1.267 -0.341 0.89
C -3.022 0.443 -2.554 -0.42
C -3.635 -0.438 -1.458 -0.42
H -2.632 -0.153 -3.400 0.08
H -3.768 1.148 -2.950 0.07
H -4.304 0.144 -0.801 0.07
H -4.222 -1.253 -1.908 0.07
C -1.897 -2.603 -1.520 -0.27
H -1.226 -3.302 -1.005 0.04
H -1.382 -2.203 -2.407 0.03
H -2.809 -3.126 -1.839 0.04
C -3.598 -2.075 0.742 -0.30
H -4.279 -2.688 0.134 0.04
H -4.161 -1.290 1.265 0.04
H -3.066 -2.695 1.475 0.03
C -1.043 2.225 -3.487 -0.27
H -0.144 2.827 -3.297 0.03
H -1.837 2.856 -3.911 0.04
H -0.792 1.418 -4.192 0.04
C -2.552 2.819 -1.071 -0.26
H -3.110 2.419 -0.210 0.04
H -3.251 3.278 -1.783 0.04
H -1.841 3.576 -0.712 0.04
Mg 2.269 -0.295 3.444 0.93
C 0.547 -1.003 1.334 -0.16
C 1.005 -1.374 0.120 -0.09
C 0.717 -0.801 -1.213 -0.26
C 1.750 0.253 -1.682 -0.17
C 1.510 1.610 -1.123 -0.14
C 0.678 2.036 -0.154 -0.15
C -0.325 1.268 0.658 -0.29
C 0.181 0.380 1.812 -0.24
C 3.299 1.247 2.493 -0.22
H 0.637 -1.760 2.139 0.10
H 1.746 -2.185 0.107 0.12
H -0.282 -0.334 -1.274 -0.02
H 0.689 -1.626 -1.946 0.11
H 2.759 -0.095 -1.403 0.12
H 1.750 0.282 -2.789 0.11
H 2.172 2.370 -1.570 0.11
H 0.765 3.095 0.139 0.11
H -0.916 0.567 0.042 -0.06
H -1.061 1.980 1.066 0.10
H 1.013 0.928 2.330 0.03
H -0.608 0.299 2.592 0.12
H 3.760 1.767 3.339 -0.04
H 2.639 1.919 1.937 -0.04
H 4.059 0.839 1.820 -0.01
F 4.245 -2.091 1.739 0.02
C 3.769 -1.836 3.004 -0.43
F 3.082 -2.985 3.403 -0.04
C 4.913 -1.572 3.956 -0.56
F 5.857 -0.797 3.366 0.14
F 4.458 -0.919 5.092 0.07
F 5.499 -2.717 4.380 0.13
```